Record 1
Here is 7 unconnected molecules or ions with the total composition C25H29F6N6P from the OMol25 dataset. Energies are from the ωB97M-V functional and the def2-TZVPD basis.

Structure (XYZ):
```
67
Properties=species:S:1:pos:R:3:mulliken_charge:R:1
N -0.2826 0.1372 0.7358 0.695
H -0.8563 -0.6735 0.5791 0.114
H -0.0322 0.6170 -0.1811 0.124
H 0.5979 -0.1479 1.1752 0.565
H -0.7851 0.8102 1.2919 0.371
P -2.2263 -2.7430 1.8332 1.415
F -0.8560 -3.5804 2.0872 -0.399
F -2.8405 -4.0181 1.1014 -0.365
F -2.8066 -3.2603 3.2557 -0.376
F -3.5562 -1.8562 1.5402 -0.391
F -1.4677 -1.4595 2.5078 -0.322
F -1.5957 -2.2416 0.2928 -0.648
N 1.1165 2.0404 -1.5624 -0.141
C 1.1773 3.3735 -1.8673 -0.361
C 2.1770 3.8982 -2.6022 -0.721
C 3.2422 3.0156 -3.0816 -0.131
C 3.1606 1.6651 -2.7289 -0.979
C 2.0542 1.2673 -2.0331 0.198
H 0.3710 3.9405 -1.5275 0.548
H 1.9918 4.8753 -2.9711 0.379
H 4.0272 3.3787 -3.7222 0.413
H 3.8218 0.9073 -3.2312 0.331
H 1.9947 0.1764 -1.8254 0.313
N -1.0584 2.0177 3.1295 -0.710
C -0.2422 1.7999 4.1712 -0.294
C -0.5921 1.0468 5.2907 -0.462
C -1.8476 0.5351 5.3979 -0.237
C -2.7310 0.7164 4.3269 -0.391
C -2.2775 1.5095 3.2426 -0.060
H 0.6993 2.2450 4.0987 0.485
H 0.1877 0.8964 6.0005 0.433
H -2.2350 0.0387 6.3215 0.332
H -3.6494 0.1691 4.2970 0.434
H -2.9794 1.5488 2.4669 0.454
N -2.5372 0.8796 -1.5659 -0.109
C -2.3769 1.7881 -2.5194 -0.076
C -2.9441 1.6895 -3.7981 -0.488
C -3.7978 0.6080 -4.0743 -0.426
C -3.9853 -0.3293 -3.0831 -0.543
C -3.2679 -0.1958 -1.8553 -0.253
H -1.7918 2.6967 -2.2237 0.166
H -2.7992 2.4056 -4.5404 0.474
H -4.2481 0.5384 -5.0064 0.453
H -4.5661 -1.2761 -3.2148 0.325
H -3.3561 -0.9019 -1.0413 0.427
N 2.1155 -0.5891 2.1271 -0.435
C 3.3702 -0.1597 1.9094 -0.397
C 4.4134 -0.7226 2.7313 -0.740
C 4.0817 -1.6043 3.7281 -0.022
C 2.7673 -1.9744 3.9808 -0.964
C 1.8085 -1.3991 3.1700 -0.118
H 3.5532 0.5488 1.1188 0.560
H 5.4385 -0.3578 2.6464 0.346
H 4.8320 -2.0059 4.3763 0.398
H 2.4953 -2.6933 4.7994 0.368
H 0.7677 -1.5561 3.4536 0.381
N 0.4641 -0.8190 -4.8883 -0.624
C -0.5037 -1.0293 -3.9557 -0.328
C -0.2850 -1.6821 -2.7468 0.202
C 1.0254 -2.1396 -2.5286 -0.392
C 2.0250 -1.9613 -3.5118 -0.350
C 1.6625 -1.3442 -4.6800 -0.337
H -1.4838 -0.6155 -4.1129 0.474
H -1.1620 -1.9081 -2.1169 0.272
H 1.2211 -2.8171 -1.6628 0.424
H 2.9529 -2.4389 -3.2040 0.384
H 2.4090 -1.2794 -5.5204 0.334
```

The orbital gap is 9.922 eV. The value obtained for the highest occupied orbital energy is -0.353 hartree. For the total energy, the calculation gives -2239.31813 Eh. Its net charge is 0. As for the strongest force on any atom: 3.4 eV/A.

Record 2
Here is 2 unconnected molecules or ions with the total composition C6H12O from the OMol25 dataset. Energies are from the ωB97M-V functional and the def2-TZVPD basis.

Structure (XYZ):
```
19
Properties=species:S:1:pos:R:3:mulliken_charge:R:1
C 1.8125 -0.6254 0.2986 -1.444
C 0.7199 0.1433 1.6190 -0.558
C -0.8526 -0.8772 -1.3450 -1.406
C -0.6208 0.5049 -1.4791 0.120
C 0.1742 1.2475 -0.6380 -0.826
C 1.1680 0.7535 0.3132 0.626
H 1.4452 -1.6480 0.6334 0.377
H 2.0712 -1.0051 -0.7997 0.423
H 2.7967 -0.5521 0.7079 0.433
H -0.3760 0.0003 1.6194 0.242
H 1.3455 0.4232 2.5121 0.307
H -1.6991 -1.3043 -1.8040 0.371
H -0.4627 -1.5145 -0.6020 0.360
H -1.2131 0.9282 -2.2616 0.316
H 0.1476 2.2538 -0.9458 0.320
H 1.8958 1.5293 0.3446 0.455
H -2.0092 0.0410 0.6163 0.325
H -3.4126 -0.4788 0.3483 0.283
O -2.9305 0.1805 0.8627 -0.724
```

The energy above the lowest of the compared OMol25 structures with the same formula, charge and spin comes out at 728.5 kJ/mol. The orbital gap is 4.737 eV. The value obtained for the highest occupied orbital energy is -0.218 hartree. For the total energy, the calculation gives -310.78182 Eh. Its net charge is 0. As for the strongest force on any atom: 4.6 eV/A.

Record 3
Here is a molecular structure, C15H13N7O3Pt from the OMol25 dataset. Energies are from the ωB97M-V functional and the def2-TZVPD basis.

Structure (XYZ):
```
39
Properties=species:S:1:pos:R:3:lowdin_spin:R:1
Pt 0.0580 0.0281 0.0738 0.074
O -2.5751 2.8047 -3.6922 0.009
C -2.3091 3.7283 -2.7582 0.029
C -2.7623 5.0215 -3.0146 -0.003
C -2.5355 6.0370 -2.1115 0.032
C -1.8467 5.7925 -0.9224 0.000
C -1.3945 4.5185 -0.6593 0.023
C -1.6116 3.4639 -1.5577 0.004
C -1.1030 2.1345 -1.2130 0.128
O -0.4721 1.9669 -0.0921 0.087
N -1.2977 1.1279 -2.0718 0.123
N -0.7950 -0.0116 -1.6498 0.428
C -0.9092 -1.1379 -2.5089 0.310
C -0.4635 -2.3822 -2.1666 0.099
C -0.6666 -3.4462 -3.1207 0.103
C -0.2577 -4.7170 -2.8898 0.027
C 0.4005 -5.0475 -1.6771 0.181
C 0.6236 -4.0746 -0.7316 -0.002
C 0.2183 -2.7430 -0.9125 0.163
O 0.4941 -1.9131 0.0724 0.137
H -2.2045 1.9443 -3.3917 0.002
H -3.2944 5.2010 -3.9410 -0.001
H -2.8974 7.0348 -2.3319 0.002
H -1.6685 6.5936 -0.2160 -0.001
H -0.8529 4.3000 0.2518 0.002
H -1.3819 -0.9620 -3.4635 0.015
H -1.1694 -3.1999 -4.0501 0.003
H -0.4356 -5.4827 -3.6346 -0.002
H 0.7284 -6.0648 -1.4979 0.012
H 1.1286 -4.3025 0.2003 -0.005
N 3.3721 -0.3530 4.1698 0.001
N 2.2866 0.0846 3.4327 0.004
N 1.5413 1.0904 3.8242 -0.001
C 0.7093 1.2018 2.8006 0.006
N 0.9769 0.2765 1.8711 0.005
N 2.0101 -0.4281 2.2909 0.004
H 3.2435 -0.0235 5.1163 0.000
H 3.4078 -1.3626 4.1211 0.000
H -0.0822 1.9287 2.7219 0.000
```

The energy above the lowest of the compared OMol25 structures with the same formula, charge and spin comes out at 0.0 kJ/mol. Its expectation value of S² is 2.04. The orbital gap (alpha / beta) is 5.647 / 5.767 eV. The value obtained for the highest occupied orbital energy (alpha / beta) is -0.198 / -0.288 hartree. For the total energy, the calculation gives -1307.62427 Eh. Its net charge is 0. As for the strongest force on any atom: 0.6 eV/A. Its spin multiplicity is 3.

Record 4
Here is a gas-phase ion, C4H8NO4 (charge +1) from the OMol25 dataset. Energies are from the ωB97M-V functional and the def2-TZVPD basis.

Structure (XYZ):
```
17
Properties=species:S:1:pos:R:3:mulliken_charge:R:1
C 1.3106 1.6023 0.2909 0.682
C -1.1851 -0.4734 0.0227 -0.432
C -0.3778 -0.3524 -1.2261 -0.505
C 1.0859 -0.2785 0.3912 -0.307
N -0.2080 -0.2439 1.1142 -0.104
O 0.6161 2.1710 1.0312 -0.477
O 0.9020 -0.8561 -0.8230 -0.349
O 2.2808 3.1395 -1.1364 -0.288
O 2.0740 1.7568 -0.7368 -0.111
H -1.7825 0.3947 -0.0172 0.318
H -1.6018 -1.5006 0.2367 0.377
H -0.7175 -1.1785 -1.9157 0.369
H -0.3780 0.6836 -1.4864 0.305
H 1.9245 -0.7805 0.9602 0.445
H -0.3417 0.6794 1.6064 0.354
H -0.2591 -0.9346 1.8225 0.344
H 3.1984 3.0633 -1.5913 0.378
```

The energy above the lowest of the compared OMol25 structures with the same formula, charge and spin comes out at 332.6 kJ/mol. The orbital gap is 11.093 eV. The value obtained for the highest occupied orbital energy is -0.528 hartree. For the total energy, the calculation gives -512.51609 Eh. Its net charge is +1. As for the strongest force on any atom: 5.7 eV/A. As for the SMILES: O=C(OO)[C@H]1[NH2+]CCO1.

> Among the records above, which one has the highest strongest force on any atom?

C4H8NO4